C32H22F3GeN2O3S3Tc as an isolated structure in a non-equilibrium geometry, computed with the ωB97M-V functional and the def2-TZVPD basis.

Last column: Löwdin charge in e.
Geometry (Å):
1 Tc 1.86 -0.46 1.26  1.245
2 F 4.89 -4.94 0.90  0.148
3 C 3.69 -5.37 1.33  -0.611
4 F 3.56 -6.64 0.91  0.129
5 F 3.73 -5.40 2.66  0.139
6 C 2.57 -4.51 0.80  -0.110
7 C 1.64 -5.03 -0.05  0.019
8 C 0.62 -4.23 -0.58  -0.033
9 C 0.61 -2.91 -0.24  -0.103
10 N 1.51 -2.39 0.61  -0.131
11 C 2.49 -3.15 1.17  -0.690
12 S 3.48 -2.24 2.22  0.695
13 H 1.69 -6.08 -0.32  0.128
14 H -0.13 -4.63 -1.25  0.109
15 H -0.14 -2.23 -0.62  0.055
16 O 5.25 1.49 -0.01  0.134
17 C 4.17 1.55 0.51  -0.555
18 O 3.48 0.48 0.87  -0.282
19 C 3.49 2.83 0.85  -0.146
20 C 4.18 3.80 1.56  -0.003
21 C 3.57 5.01 1.88  -0.058
22 C 2.27 5.26 1.46  -0.068
23 C 1.59 4.31 0.73  -0.105
24 C 2.18 3.08 0.44  -0.425
25 S 1.17 2.07 -0.63  0.966
26 H 5.20 3.60 1.85  0.128
27 H 4.11 5.75 2.45  0.109
28 H 1.80 6.20 1.70  0.108
29 H 0.58 4.51 0.37  0.096
30 O 0.82 -0.13 5.17  -0.523
31 S 0.19 -0.83 4.07  0.785
32 N 0.72 -0.63 2.69  -0.580
33 C 0.67 0.62 0.12  -0.653
34 Ge -1.15 0.31 -0.70  0.903
35 C -2.18 1.89 -0.25  -0.293
36 C -3.33 2.17 -0.98  -0.101
37 C -4.15 3.24 -0.65  -0.081
38 C -3.83 4.04 0.43  -0.086
39 C -2.69 3.78 1.18  -0.081
40 C -1.87 2.71 0.84  -0.124
41 C -2.13 -1.14 0.16  -0.289
42 C -2.31 -1.03 1.54  -0.128
43 C -3.05 -1.97 2.24  -0.077
44 C -3.63 -3.04 1.58  -0.079
45 C -3.49 -3.15 0.20  -0.080
46 C -2.75 -2.21 -0.50  -0.113
47 C -0.95 0.16 -2.62  -0.279
48 C -0.83 1.32 -3.37  -0.124
49 C -0.68 1.27 -4.75  -0.075
50 C -0.66 0.04 -5.40  -0.081
51 C -0.78 -1.13 -4.67  -0.079
52 C -0.92 -1.07 -3.29  -0.108
53 H -3.60 1.55 -1.84  0.105
54 H -5.05 3.44 -1.23  0.103
55 H -4.47 4.88 0.70  0.103
56 H -2.43 4.40 2.02  0.105
57 H -0.99 2.52 1.43  0.092
58 H -1.88 -0.19 2.07  0.071
59 H -3.17 -1.87 3.31  0.104
60 H -4.21 -3.77 2.12  0.105
61 H -3.96 -3.97 -0.33  0.104
62 H -2.68 -2.31 -1.57  0.086
63 H -0.87 2.29 -2.89  0.091
64 H -0.58 2.18 -5.32  0.106
65 H -0.54 0.00 -6.48  0.105
66 H -0.76 -2.09 -5.17  0.105
67 H -0.97 -2.00 -2.74  0.073

Results
Spin multiplicity   1
LUMO level (alpha / beta)   -1.60 / -1.60 eV
Strongest force on any atom   1.10 eV Å⁻¹
Highest occupied orbital energy (alpha / beta)   -8.208 / -8.209 eV